{"formula": "C6H8CuN2OS", "method": "ωB97M-V/def2-TZVPD", "homo_ha": [-0.0759, -0.0758], "max_force_ha_per_bohr": 0.0330, "charge": -1, "de_lowest_kcal_mol": 0.0, "total_energy_ha": -2456.80274, "e_lumo_ev": [3.05, 3.05], "gap_ev": [5.11, 5.11], "symbols": ["Cu", "S", "O", "N", "N", "C", "C", "C", "C", "C", "C", "H", "H", "H", "H", "H", "H", "H", "H"], "xyz": [[-2.117519, 1.139346, 1.772175], [-2.258860, 2.558243, 0.064601], [-1.999011, 0.125755, 3.183515], [0.123862, 1.384271, 0.319758], [-1.488323, 0.122693, -0.867710], [-1.191647, 1.260360, -0.165832], [1.048040, 0.417481, 0.231136], [-0.591594, -0.814566, -0.981692], [-1.012956, -2.047094, -1.728288], [2.363369, 0.682587, 0.883122], [0.717347, -0.729001, -0.427745], [3.029496, -0.167309, 0.756668], [2.835220, 1.567166, 0.450693], [-0.213959, -2.786530, -1.772750], [-1.878826, -2.485072, -1.231417], [1.423604, -1.538968, -0.525724], [-1.311637, -1.781092, -2.742464], [2.215026, 0.858795, 1.949977], [0.308368, 2.232934, 0.831977]], "forces_ev_per_a": [[-0.121, -0.531, 0.480], [-0.056, 0.384, -0.214], [0.061, 0.516, -0.719], [0.376, 0.542, -0.728], [0.184, -0.052, -0.542], [-0.280, -0.721, 1.510], [-0.092, -0.214, -0.046], [-0.231, 0.169, -0.070], [0.041, -0.033, 0.007], [0.019, -0.023, 0.034], [0.133, 0.035, 0.153], [0.001, -0.010, 0.001], [-0.006, 0.013, 0.005], [-0.001, -0.007, -0.001], [-0.002, -0.002, 0.007], [0.014, 0.004, 0.032], [-0.020, -0.002, -0.001], [-0.017, -0.012, 0.005], [-0.005, -0.055, 0.088]]}



{"formula": "C20H33N3O6S", "method": "ωB97M-V/def2-TZVPD", "homo_ha": -0.3144, "max_force_ha_per_bohr": 0.1995, "total_energy_ha": -1795.33069, "e_lumo_ev": -0.57, "smiles": "C=C[C@@]1(CCCS(=O)(=O)O)COC(=O)O1.CCCC#N.CCCC#N.CCCC#N", "gap_ev": 7.98, "symbols": ["S", "O", "O", "O", "O", "O", "O", "N", "N", "N", "C", "C", "C", "C", "C", "C", "C", "C", "C", "C", "C", "C", "C", "C", "C", "C", "C", "C", "C", "C", "H", "H", "H", "H", "H", "H", "H", "H", "H", "H", "H", "H", "H", "H", "H", "H", "H", "H", "H", "H", "H", "H", "H", "H", "H", "H", "H", "H", "H", "H", "H", "H", "H"], "xyz": [[-5.796052, -0.629825, 2.835803], [-5.327367, -1.627707, 4.138920], [-2.880591, -3.688231, 3.320097], [-0.870745, -3.216350, 1.790493], [-6.675840, 0.530531, 3.418177], [-6.625982, -1.390001, 1.773828], [-1.845934, -1.436392, 3.151415], [0.949947, -2.962933, -0.955315], [0.726056, 3.391473, 1.433555], [4.928704, 3.080190, -2.055859], [3.116422, 3.262652, 2.848891], [-4.354474, 0.199648, 1.944197], [-1.917939, -2.890081, 2.788221], [-0.308995, 0.557548, 2.174919], [0.514000, 0.885074, 3.407257], [4.243683, 3.877152, 2.016646], [0.027951, -2.015931, 1.845653], [1.809956, 3.332989, 2.075269], [4.466548, 3.152552, 0.693035], [1.644245, 2.225747, -3.252451], [3.770128, 3.295359, -2.504703], [2.373532, 3.554766, -3.045551], [-1.152246, -0.836723, 1.964639], [2.348822, 1.311504, -4.249643], [-1.318328, -4.320607, -3.396877], [-0.160796, -5.210542, -3.838236], [-0.876275, -2.897127, -3.051549], [0.121939, -2.933117, -1.905879], [-2.043141, -0.538890, 0.612793], [-3.661627, -0.751988, 0.800491], [4.021789, 4.931463, 1.810747], [0.578612, -5.337175, -3.041121], [3.347036, 1.027057, -3.902064], [-2.061736, -4.279716, -4.200553], [1.550283, 1.699945, -2.294377], [-1.895111, 0.539741, 0.161957], [0.823437, -1.891156, 0.992862], [-1.742529, -2.296378, -2.754963], [-5.570130, -2.599094, 3.972691], [-0.411558, -2.417389, -3.919733], [-3.576179, 0.491280, 2.792764], [-1.807134, -4.779247, -2.528592], [2.449160, 1.799132, -5.226048], [-3.858490, -1.902057, 0.935296], [-0.259922, 1.392733, 1.323811], [-0.527385, -6.207785, -4.101764], [4.704876, 2.095803, 0.859464], [-4.753732, 1.205158, 1.489597], [5.298558, 3.607617, 0.146223], [1.822531, 4.178729, -2.333985], [1.777940, 0.387633, -4.387068], [5.172511, 3.850979, 2.597004], [1.382455, 0.155187, 3.695179], [0.628522, 2.426562, -3.610505], [0.417008, -2.102727, 2.966467], [-1.626182, -1.286173, -0.219417], [3.584519, 3.209565, 0.047336], [2.449024, 4.103299, -3.990679], [3.339364, 2.216671, 3.085692], [0.345166, -4.790232, -4.714912], [-4.155177, -0.429966, -0.237730], [0.321232, 1.881733, 4.016158], [3.005641, 3.808065, 3.792029]], "forces_ev_per_a": [[-6.795, 1.885, -1.084], [-0.607, 0.291, -2.385], [7.096, 5.371, -3.976], [-2.386, 1.371, 2.851], [4.171, -4.103, -1.363], [3.617, 1.426, 3.472], [0.084, -2.540, -2.980], [-6.562, 0.178, -7.747], [8.663, -0.193, 4.878], [-9.242, 1.613, -4.145], [-0.819, 0.318, -0.631], [2.107, 0.101, 0.557], [-3.676, -2.245, 1.708], [1.558, 1.176, 3.385], [-1.646, -1.008, -2.765], [0.220, 0.039, -0.331], [-1.595, 1.060, 1.488], [-7.389, 0.245, -4.083], [0.076, 0.164, 0.326], [-0.063, -0.411, -0.073], [7.962, -1.157, 2.806], [0.893, -0.383, 0.541], [4.144, 0.780, -1.347], [0.007, -0.105, -0.077], [-0.009, -0.461, -0.040], [0.051, -0.112, -0.059], [0.594, -0.259, 0.887], [5.610, 0.127, 6.380], [-0.530, -0.723, -0.426], [-0.047, -0.164, -1.095], [-0.003, -0.146, 0.158], [-0.079, 0.081, -0.090], [-0.105, 0.102, -0.039], [0.051, 0.150, 0.154], [-0.015, 0.198, -0.081], [0.028, -2.097, 1.367], [-1.987, -0.779, 1.720], [0.242, 0.018, 0.110], [0.478, 1.888, -0.240], [0.086, -0.027, 0.230], [-1.662, -0.718, -1.733], [0.020, 0.195, -0.122], [0.008, -0.091, 0.115], [0.099, 2.370, 0.026], [-1.384, -1.645, 2.307], [0.062, 0.167, -0.001], [-0.030, 0.107, -0.076], [0.298, -2.240, 1.061], [-0.251, -0.171, 0.193], [0.256, -0.027, -0.013], [0.068, 0.132, -0.025], [-0.203, 0.012, 0.083], [-2.585, 0.858, 0.500], [0.122, 0.124, 0.119], [0.000, 0.635, -2.689], [-1.145, 1.476, 1.780], [0.167, -0.024, 0.291], [0.173, -0.066, 0.165], [-0.217, 0.094, -0.119], [-0.039, -0.080, 0.113], [1.016, -0.901, 2.301], [1.284, -1.758, -2.094], [-0.235, -0.122, -0.142]]}



- What is the formula in the second record?
  C20H33N3O6S